(1)
Computed, not measured: an isolated ion of composition C8H11N2O4 and charge +1 at a distorted geometry, with ωB97M-V/def2-TZVPD.

Geometry as XYZ:
```
25
Properties=species:S:1:pos:R:3:mulliken_charge:R:1
C 0.62 0.28 1.49 -0.11
C -1.80 -0.99 1.46 -0.45
C 0.84 -1.83 -0.66 -0.67
C -0.71 1.98 0.03 -0.84
C 1.69 -0.54 -0.56 -0.14
C -1.25 0.70 -0.71 0.37
C -1.14 -0.76 0.11 0.18
C 1.74 1.96 0.37 -0.04
N -0.38 -0.61 1.44 -0.16
N 1.45 0.42 0.51 0.18
O -0.59 -1.70 -0.71 -0.41
O 0.66 2.51 -0.02 -0.27
O 2.98 -1.09 -0.51 -0.54
O -2.46 0.85 -1.20 -0.57
H 0.75 0.90 2.33 0.58
H -1.85 -2.03 1.85 0.25
H -2.57 -0.48 1.91 0.33
H 1.02 -2.05 -1.68 0.36
H 1.20 -2.46 0.07 0.45
H -1.30 2.80 -0.53 0.38
H -1.09 1.92 1.00 0.54
H 1.65 0.14 -1.49 0.49
H -0.49 0.46 -1.52 0.29
H 3.68 -0.62 -0.99 0.39
H -2.65 0.23 -1.98 0.42
```

Spin multiplicity: 3
Orbital gap (spin up / spin down) in eV: 7.98 / 7.95
Net charge: +1

(2)
Computed, not measured: one molecule with the formula C8H11N2P at a distorted geometry, with ωB97M-V/def2-TZVPD.

Geometry as XYZ:
```
22
Properties=species:S:1:pos:R:3:mulliken_charge:R:1
C 3.59 -1.70 1.75 -0.43
C 2.62 -2.37 0.89 -0.49
C 3.28 -0.39 1.79 -0.40
C 1.78 -1.37 0.42 -0.08
C -2.75 0.68 -1.43 0.24
C -1.88 1.30 -0.65 -0.32
C -3.97 0.06 -0.86 -1.14
C -0.52 1.85 -1.05 -0.81
N 0.51 0.98 -0.56 -0.16
N 2.15 -0.21 0.95 0.29
P 1.53 1.30 0.65 -0.18
H 4.30 -2.29 2.18 0.49
H 2.71 -3.45 0.75 0.34
H 3.83 0.47 2.33 0.24
H 0.92 -1.52 -0.25 0.36
H -2.50 0.44 -2.54 0.24
H -2.02 1.73 0.39 0.20
H -4.79 0.65 -1.18 0.31
H -3.89 0.15 0.18 0.33
H -4.21 -1.00 -1.16 0.30
H -0.37 1.79 -2.06 0.36
H -0.31 2.90 -0.54 0.33
```

Energy above the lowest of the compared OMol25 structures with the same formula, charge and spin in kJ/mol: 0.0
Orbital gap in eV: 8.55
Net charge: 0
SMILES: C/C=C/C/N=P/n1cccc1

(3)
Computed, not measured: an isolated ion of composition C8H11N2S and charge +1 at a distorted geometry, with ωB97M-V/def2-TZVPD.

Geometry as XYZ:
```
22
Properties=species:S:1:pos:R:3:mulliken_charge:R:1
C -1.20 -1.94 0.54 -0.92
C -1.77 -1.27 -0.58 -0.68
C 0.02 0.32 -0.64 -0.31
C 0.62 -0.42 0.33 -0.20
C 0.03 -1.50 0.95 -0.02
C -1.19 -0.11 -1.11 0.76
C 1.82 -0.49 1.26 0.34
C -1.14 2.07 -2.92 -1.03
N 1.09 -1.64 1.86 -0.46
N 1.71 0.65 2.27 -0.42
S -2.09 0.59 -2.46 -0.03
H -1.59 -2.88 0.94 0.38
H -2.75 -1.59 -0.85 0.40
H 0.56 1.25 -1.02 0.28
H 2.92 -0.56 1.11 0.44
H -1.72 2.51 -3.68 0.42
H -0.15 1.91 -3.36 0.34
H -1.35 2.85 -2.17 0.34
H 1.60 -2.53 2.18 0.26
H 0.96 1.19 1.71 0.39
H 2.47 1.24 2.43 0.31
H 1.12 0.35 3.20 0.43
```

Energy above the lowest of the compared OMol25 structures with the same formula, charge and spin in kJ/mol: 115.0
Orbital gap in eV: 7.50
Net charge: +1
SMILES: CSc1ccc2c(c1)[C@@H]([NH3+])N2

(4)
Computed, not measured: one molecule with the formula C8H11N3, with ωB97M-V/def2-TZVPD.

Geometry as XYZ:
```
22
Properties=species:S:1:pos:R:3:mulliken_charge:R:1
C -0.21 2.24 -2.02 -0.65
C -1.49 2.54 -1.51 -0.54
C 0.35 1.32 -1.18 -0.26
C -1.66 1.81 -0.37 -0.40
C 1.60 -0.99 1.56 -0.29
C 0.91 0.13 1.41 -0.53
C 1.09 -2.31 1.05 -0.48
C -0.03 -2.05 0.04 -0.59
N -0.54 1.06 -0.18 0.33
N -0.94 -1.11 0.68 -0.51
N -0.39 0.17 0.89 -0.15
H 0.24 2.65 -2.90 0.44
H -2.19 3.23 -1.93 0.42
H 1.31 0.84 -1.21 0.40
H -2.48 1.74 0.31 0.43
H 2.55 -0.98 2.07 0.40
H 1.28 1.10 1.71 0.43
H 1.90 -2.87 0.59 0.36
H 0.70 -2.90 1.88 0.26
H 0.39 -1.65 -0.90 0.26
H -0.58 -2.96 -0.18 0.39
H -1.81 -1.00 0.17 0.29
```

Energy above the lowest of the compared OMol25 structures with the same formula, charge and spin in kJ/mol: 188.6
Orbital gap in eV: 9.33
Net charge: 0
SMILES: C1=CN(n2cccc2)NCC1

(5)
Computed, not measured: C8H11N3SSi as an isolated structure at a distorted geometry, with ωB97M-V/def2-TZVPD.

Geometry as XYZ:
```
24
Properties=species:S:1:pos:R:3:mulliken_charge:R:1
C -0.80 -2.22 1.93 -0.44
C 0.12 -1.83 0.89 -0.21
C -2.09 -1.94 1.60 -0.49
C -0.36 2.44 1.97 -0.25
C -1.25 2.04 0.16 -0.19
C -0.51 -1.26 -0.19 0.16
C 2.12 -1.11 -2.04 -1.06
C 0.76 1.75 -1.23 -0.94
N -1.56 2.31 1.41 -0.57
N 0.66 2.31 1.13 -0.92
N 0.06 2.03 -0.04 0.83
Si 0.30 -0.56 -1.73 0.47
S -2.24 -1.26 -0.01 -0.15
H -0.37 -2.48 2.94 0.29
H 1.17 -1.65 1.05 0.38
H -2.90 -2.12 2.23 0.46
H -0.27 2.54 2.95 0.54
H -1.98 1.70 -0.62 0.44
H 2.13 -2.09 -1.61 0.37
H 2.49 -1.18 -3.10 0.32
H 2.77 -0.36 -1.56 0.29
H 0.44 2.25 -2.10 0.37
H 1.89 1.63 -1.10 0.39
H -0.56 -0.94 -2.94 -0.12
```

Energy above the lowest of the compared OMol25 structures with the same formula, charge and spin in kJ/mol: 120.3
Orbital gap in eV: 8.92
Net charge: 0

(6)
Computed, not measured: a 2-piece molecular cluster, C8H11N4 overall at a distorted geometry, with ωB97M-V/def2-TZVPD.

Geometry as XYZ:
```
23
Properties=species:S:1:pos:R:3:mulliken_charge:R:1
C 1.23 -0.49 1.43 -0.27
C 0.24 -2.51 0.21 0.17
C -2.08 0.19 0.59 -0.28
C -1.60 -0.38 -0.57 -0.56
C 0.19 0.17 0.64 0.46
C 1.92 -0.89 -1.54 -1.43
C -0.83 1.36 2.56 -0.88
C 0.49 -0.56 -1.73 -0.39
N 2.10 -0.82 2.08 -0.33
N -0.08 -3.46 0.75 -0.38
N -0.98 0.54 1.34 0.04
N -0.25 -0.64 -0.46 0.29
H -2.99 0.45 0.89 0.63
H -2.31 -0.59 -1.32 0.49
H 0.73 1.01 0.19 0.29
H 2.41 -0.36 -0.86 0.47
H 2.10 -1.90 -1.43 0.44
H 2.50 -0.89 -2.46 0.41
H 0.14 1.88 2.58 0.35
H -1.54 2.16 2.54 0.41
H -0.92 0.71 3.51 0.31
H -0.18 -1.19 -2.37 0.40
H 0.43 0.45 -2.29 0.36
```

Energy above the lowest of the compared OMol25 structures with the same formula, charge and spin in kJ/mol: 664.4
Orbital gap (spin up / spin down) in eV: 7.47 / 7.06
Net charge: +1

(7)
Computed, not measured: one molecule with the formula C8H11NOS at a distorted geometry, with ωB97M-V/def2-TZVPD.

Geometry as XYZ:
```
22
Properties=species:S:1:pos:R:3:mulliken_charge:R:1
C 3.98 -0.18 -0.09 0.11
C 1.93 0.17 1.28 -0.32
C 0.71 -0.32 1.44 -0.95
C 2.65 0.31 0.10 0.47
C -0.20 -0.66 0.35 0.92
C 2.16 1.35 -0.94 -0.93
C -1.10 -1.87 0.70 -1.39
C -1.71 0.48 -1.16 -0.71
N 5.09 -0.52 -0.05 -0.42
O -0.87 0.51 -0.01 -0.33
S 0.87 -1.59 -1.09 -0.15
H 2.51 0.32 2.20 0.39
H 0.14 -0.26 2.38 0.30
H 1.12 1.61 -0.65 0.22
H 2.28 0.81 -1.94 0.34
H 2.96 2.09 -1.02 0.44
H -0.50 -2.65 1.09 0.49
H -1.82 -2.37 -0.10 0.30
H -1.87 -1.60 1.56 0.32
H -2.78 0.28 -0.97 0.30
H -1.43 -0.12 -2.08 0.31
H -1.76 1.54 -1.54 0.28
```

Energy above the lowest of the compared OMol25 structures with the same formula, charge and spin in kJ/mol: 506.3
Orbital gap (spin up / spin down) in eV: 5.97 / 5.98
Net charge: 0

(8)
Computed, not measured: C8H11NS as an isolated structure at a distorted geometry, with ωB97M-V/def2-TZVPD.

Geometry as XYZ:
```
21
Properties=species:S:1:pos:R:3:mulliken_charge:R:1
C 2.92 0.45 -0.31 -0.16
C 1.14 -0.72 -0.28 -0.14
C 0.62 0.26 -1.06 -0.25
C -0.10 -1.58 -0.54 0.84
C -0.58 -0.43 -1.35 0.37
C -0.87 -1.88 0.73 -1.12
C -0.39 2.12 1.68 -0.77
C -1.68 -0.12 -2.01 -0.92
N 2.32 -0.54 0.25 -0.65
S 1.88 1.41 -1.29 -0.11
H 3.82 0.90 0.11 0.41
H 0.26 -2.50 -1.08 0.35
H -0.79 -2.94 1.09 0.33
H -1.95 -1.64 0.45 0.25
H -0.64 -1.15 1.58 0.20
H 0.18 2.93 2.06 0.33
H -0.19 2.04 0.53 0.09
H -0.17 1.12 2.08 0.12
H -1.82 0.65 -2.72 0.35
H -1.47 2.44 1.93 0.26
H -2.49 -0.82 -1.84 0.23
```

Energy above the lowest of the compared OMol25 structures with the same formula, charge and spin in kJ/mol: 249.7
Orbital gap in eV: 8.83
Net charge: 0

| no. | energy (Ha) |
| --- | --- |
| 1 | -721.311259 |
| 2 | -762.205569 |
| 3 | -818.796210 |
| 4 | -475.614147 |
| 5 | -1163.313274 |
| 6 | -529.968929 |
| 7 | -839.422015 |
| 8 | -764.254111 |